17
Properties=species:S:1:pos:R:3 method="wB97M-V/def2-TZVPD" homo_energy_ev=-7.572 lumo_energy_ev=0.6 relative_energy_ev=3.361
C -1.48 -0.77 -1.92
C 1.43 0.77 0.34
C 2.52 1.76 0.50
C -1.03 -1.90 0.81
N 0.26 1.13 0.43
O -2.54 0.43 0.15
P -1.24 -0.43 -0.27
H -1.80 0.16 -2.52
H -0.72 -1.40 -2.39
H 1.91 -0.18 0.13
H 2.66 2.14 -0.55
H 2.02 2.47 1.09
H 3.50 1.23 0.85
H -1.11 -2.87 0.24
H -0.11 -1.95 1.28
H -1.87 -1.96 1.42
H -2.38 1.36 0.42